ORCA calculation (the ωB97M-V functional and the def2-TZVPD basis) on a molecular structure, C11H10FeO4S.

Summary:
spin multiplicity	5
lowest unoccupied orbital energy (alpha / beta)	0.459 / -2.552	eV
highest occupied orbital energy (alpha / beta)	-6.67 / -8.44	eV
charge	0
expectation value of S²	6.07
orbital gap (alpha / beta)	7.1 / 5.9	eV

```
27
Properties=species:S:1:pos:R:3:lowdin_spin:R:1
H 3.8583 0.7777 2.8103 0.0336
H -0.2732 1.1099 3.6230 0.0089
H 1.9042 1.8749 2.2808 0.0101
H -0.9710 -1.1193 -0.8940 0.0002
H 4.0131 -1.1204 4.5305 0.0242
O -0.9652 -1.5836 6.2829 0.0449
C 1.6461 0.8217 2.5811 0.0338
C 0.7932 0.9200 3.8310 0.2236
C 2.5397 -2.5881 7.6685 0.1277
C 3.1399 -0.4638 4.3564 0.5812
C 1.8490 -2.5232 5.0319 0.0555
H 0.6917 1.2506 5.9369 0.0059
C 0.1599 -1.4707 6.5616 0.0842
C 3.0431 0.0630 2.9640 0.0965
O -1.3718 1.1667 1.1297 0.0006
Fe 1.8903 -1.4776 6.4959 2.1292
S 0.8398 -0.2623 1.4096 0.0163
C -1.5091 -0.9887 0.0626 0.0006
O 2.6065 -3.6086 8.2168 0.0954
H -1.5005 -1.9452 0.6107 0.0000
H -2.5614 -0.7204 -0.1430 0.0001
H 3.2182 0.6897 6.2261 0.0400
H 3.2339 -0.7591 2.2359 0.0074
O 1.5505 -3.0445 4.0358 0.0410
C -0.8552 0.0931 0.8778 0.0022
C 1.2763 0.8893 5.0963 0.0592
C 2.5616 0.2456 5.4502 0.2777
```



ORCA calculation (the ωB97M-V functional and the def2-TZVPD basis) on a molecular structure, C11H10IrN3O9S2.

Summary:
spin multiplicity	2
lowest unoccupied orbital energy (alpha / beta)	2.397 / 0.976	eV
highest occupied orbital energy (alpha / beta)	-6.25 / -6.19	eV
ΔE to the lowest compared entry with this formula, charge and spin	246.1	kJ/mol
charge	-1
expectation value of S²	0.76
orbital gap (alpha / beta)	8.7 / 7.2	eV

```
36
Properties=species:S:1:pos:R:3:lowdin_spin:R:1
C -3.8323 0.9246 -1.0727 -0.0001
H 1.5344 -1.8183 3.6513 -0.0002
Ir 0.9850 0.6463 0.8068 0.6612
H 0.0183 -1.4427 2.7895 0.0000
N 2.9342 -0.1779 -0.4248 0.1881
O 0.2571 -1.1251 -3.0571 0.0017
C 1.0293 -1.0933 3.0195 0.0003
C -2.3938 -0.2159 -3.1269 -0.0001
O 0.7373 0.7702 -1.5704 0.0317
H 4.6103 -1.1919 0.3767 0.0035
H -4.2153 -0.1592 -4.2527 0.0000
O -0.6316 2.0289 0.3796 0.0217
H -1.8173 -0.6756 -3.9159 0.0000
H 3.3999 -2.2194 -0.3986 0.0014
N 3.2043 2.7825 0.8723 -0.0007
H 2.5534 -0.3576 -1.3438 0.0035
C 3.5418 -1.3321 0.2179 0.0115
C -1.7577 0.0643 -1.9266 -0.0003
C -3.7404 0.0670 -3.3066 -0.0001
H -4.3809 1.3865 -0.2654 0.0000
O -1.3107 -0.0064 1.3978 0.0165
H 3.5355 0.6358 -0.4712 0.0018
O -2.8947 1.8826 1.3488 -0.0003
S -0.0489 -0.4549 -1.8227 0.0025
C -4.4640 0.6269 -2.2720 -0.0001
C 0.9099 0.2718 3.6125 0.0027
O 0.8941 0.5673 4.7784 0.0089
C 2.8895 -1.6201 1.5564 0.0081
C 2.3401 2.0181 0.8684 -0.0070
N 1.7501 -0.9326 1.7594 0.0141
S -1.8281 1.1860 0.7036 0.0037
O 3.3513 -2.4663 2.3069 0.0084
H -5.5175 0.8444 -2.3888 0.0000
O 0.0510 -1.2847 -0.6162 0.0011
C -2.4834 0.6564 -0.8837 0.0002
O 0.7895 1.2145 2.6703 0.0159
```



ORCA calculation (the ωB97M-V functional and the def2-TZVPD basis) on a molecular structure, C11H10LiN2O3.

Summary:
lowest unoccupied orbital energy	2.624	eV
highest occupied orbital energy	-2.47	eV
ΔE to the lowest compared entry with this formula, charge and spin	0.0	kJ/mol
charge	-1
orbital gap	5.1	eV

```
27
Properties=species:S:1:pos:R:3:lowdin_charge:R:1
C -1.0560 3.0580 1.1996 -0.9663
C 1.7735 2.0182 -2.8893 -0.0559
Li -0.6491 0.9283 0.2331 0.5991
H -1.1279 -2.1345 -0.7487 0.1050
H 3.8927 -0.4524 -1.9740 0.0948
C 2.9249 1.2525 -2.8896 -0.0889
O -0.5602 2.0302 1.8792 -0.2854
H 1.6968 2.9355 -3.4558 0.1031
C 0.7121 1.6238 -2.0832 -0.1191
C -1.2676 -2.0671 0.3260 -0.1554
H 3.7641 1.5443 -3.5108 0.0995
C -1.7473 -3.1009 2.4166 -0.0933
C 2.9892 0.1337 -2.0737 -0.0793
H -1.9171 -3.9974 3.0024 0.0978
O -1.3842 2.7604 -0.0387 -0.2661
C -1.5802 -0.7342 2.1627 -0.1096
H 1.8813 -1.0675 -0.6890 0.1048
C 1.8825 -0.1631 -1.2903 -0.1480
H -1.5773 0.2921 2.5342 0.0958
C -1.8329 -1.8368 2.9723 -0.0558
O -1.2048 4.1917 1.7085 -0.1177
C -1.4795 -3.2260 1.0600 -0.0855
N 0.7673 0.5555 -1.2927 0.0226
H -1.9942 -1.7131 4.0343 0.1013
H -1.4120 -4.1881 0.5700 0.0927
N -1.2951 -0.8552 0.8659 0.0108
H -0.1991 2.2120 -2.0290 0.0991
```



ORCA calculation (the ωB97M-V functional and the def2-TZVPD basis) on a gas-phase ion, C11H10N (charge +1).

Summary:
lowest unoccupied orbital energy (alpha / beta)	-6.766 / -6.764	eV
highest occupied orbital energy (alpha / beta)	-12.89 / -12.89	eV
ΔE to the lowest compared entry with this formula, charge and spin	30.1	kJ/mol
charge	+1
orbital gap (alpha / beta)	6.1 / 6.1	eV

```
22
Properties=species:S:1:pos:R:3:lowdin_charge:R:1
H 3.1545 -0.8431 0.0843 0.1263
C -2.5974 1.3982 0.0315 -0.0236
C -0.2386 -0.0695 -0.1608 -0.0979
H -1.4343 3.1133 -0.5345 0.1313
C -0.2655 1.3227 -0.4908 0.0010
C -1.4527 -0.6836 0.2680 -0.1449
H -2.0994 -2.8528 0.4981 0.1458
H -3.6075 1.8693 0.1738 0.1361
N 2.4066 0.8848 0.9374 0.0120
C 1.0542 -2.1230 -0.3638 -0.0137
C -1.4212 2.0334 -0.3287 -0.0585
H -3.5988 -0.6032 0.3972 0.1485
C 0.9970 -0.7762 -0.3543 -0.1127
H 2.6321 0.4715 -1.2432 0.1591
H 0.5836 1.9112 -0.8871 0.1305
H 2.4250 1.7949 0.4949 0.0592
H 3.2343 0.7087 1.5321 0.0914
C -2.6496 0.0066 0.3827 0.0082
H 1.9395 -2.7479 -0.5177 0.1585
C 2.3962 -0.0766 -0.2348 -0.1567
C -1.3339 -2.1370 0.2933 0.0671
C -0.1241 -2.6017 0.0224 0.2330
```



ORCA calculation (the ωB97M-V functional and the def2-TZVPD basis) on C11H10NOP in the gas phase.

Summary:
lowest unoccupied orbital energy	0.887	eV
highest occupied orbital energy	-7.38	eV
ΔE to the lowest compared entry with this formula, charge and spin	0.0	kJ/mol
charge	0
SMILES	CP1C=Cc2c(oc3ccccc23)N1
orbital gap	8.3	eV

```
24
Properties=species:S:1:pos:R:3:lowdin_charge:R:1
C 2.4230 1.3393 0.9280 -0.1398
O -0.3479 -1.8352 0.0974 0.1218
H 2.4592 0.3108 -1.8000 0.0303
C -3.4848 0.7935 0.1034 -0.0987
H -4.2904 1.5146 0.0976 0.0996
H 3.7543 -0.8786 -2.0773 0.0210
C -3.7807 -0.5538 -0.0823 -0.0957
C 0.6759 -0.9704 0.2954 -0.3181
H 4.1616 0.7681 -1.5761 0.0247
C 0.2614 0.3326 0.4271 -0.1412
C -1.1667 0.2836 0.2849 -0.1162
H 2.0164 -2.4485 0.5711 0.0970
C -2.1886 1.2272 0.2925 -0.0247
P 3.3834 -0.5142 0.3350 0.9306
H -4.8079 -0.8567 -0.2117 0.0983
C -1.4864 -1.0738 0.0847 -0.1973
C 1.1063 1.4269 0.8237 -0.1466
H -2.9999 -2.5602 -0.2378 0.1147
C 3.4349 -0.0359 -1.4645 -0.3325
H 0.5963 2.3512 1.0850 0.1071
C -2.7825 -1.5144 -0.0911 -0.0040
H 3.0881 2.0831 1.3213 0.0282
H -1.9696 2.2744 0.4407 0.1077
N 1.9448 -1.4638 0.3533 -0.1661
```



ORCA calculation (the ωB97M-V functional and the def2-TZVPD basis) on 2 unconnected molecules or ions with the total composition C11H11BN2O9PS.

Summary:
lowest unoccupied orbital energy	1.304	eV
highest occupied orbital energy	-7.33	eV
charge	-1
orbital gap	8.6	eV

```
36
Properties=species:S:1:pos:R:3:lowdin_charge:R:1
C -3.0444 -0.9628 -0.0911 -0.1262
H 0.6260 1.5770 -1.3658 0.1376
S -5.1502 0.6589 -3.7932 0.1066
C -3.2845 -1.0483 -1.7441 -0.5051
N -0.5888 -3.7032 -2.3213 0.0933
O 1.7360 4.0251 4.7711 0.1334
O 3.1088 1.0747 1.7928 0.2343
N -3.1539 -1.0611 1.2184 0.1055
C 4.2365 0.6962 1.1750 -0.3861
O 1.4456 1.3820 5.8673 0.1349
H -4.0299 -3.1691 -1.3251 0.1286
C -3.3223 -2.6621 -2.1417 -0.1662
H -5.9029 -1.5055 -2.2831 -0.0033
C -2.0358 -0.2279 -2.4184 -0.1878
O 4.2750 0.2270 0.0491 0.1260
C 2.2651 3.0099 4.3482 -0.3894
O 2.8429 0.8147 4.1805 0.2415
H 1.5867 -1.3405 -1.9036 0.0779
O 6.5341 0.6917 1.7676 0.1343
O 4.9552 1.4544 3.1973 0.2430
H -3.7564 -2.7294 -3.2267 0.1264
H -5.5237 0.3665 -0.9656 0.0070
C -1.8241 -3.3868 -1.9898 -0.0967
C 0.1916 0.5405 -1.7617 -0.2250
C 1.0936 -0.6730 -1.0660 -0.0799
O -1.1959 0.3378 -1.3139 -0.2614
C 2.1197 1.6870 4.8968 -0.3888
H 0.3208 0.5633 -2.9377 0.1225
H -1.3344 -0.8792 -3.1101 0.1370
O 3.0801 2.9751 3.2847 0.2403
H 0.3714 -1.3788 -0.4345 0.0831
C 5.3672 0.9288 2.0352 -0.3878
B 3.4966 1.5795 3.1139 -0.9276
H -2.3537 0.7054 -3.0688 0.1085
H 1.8678 -0.2253 -0.3042 0.0611
P -5.0198 -0.3426 -2.1314 0.3485
```



Looking at max |F| for the records above, in order, we have 0.1157, 0.0193, 0.0258, 0.0816, 0.0687, 0.2437 Eh/bohr.
Looking at calculated total energy for the records above, in order, we have -64975.719, -58978.228, -20899.908, -13048.090, -24394.874, -53794.012 eV.